[1]
# C39H66BrF7N2O10S2Ta

C39H66BrF7N2O10S2Ta as an isolated structure at a distorted geometry (wB97M-V/def2-TZVPD, the OMol25 dataset).

Results
Largest force on an atom = 4.40 eV/Å
E = -177254.933 eV
Energy above the lowest of the compared OMol25 structures with the same formula, charge and spin = 0.0 kJ/mol
Charge = -1
E_HOMO = -5.3 eV
LUMO = 0.062 Eh

XYZ file:
```
128
Properties=species:S:1:pos:R:3:forces:R:3
Ta 1.88351 -3.79181 -0.76768 2.07 -2.07 3.28
Br -2.32169 -6.57856 1.36685 0.02 0.28 -0.31
S 0.04572 -6.18192 -3.51810 0.14 -0.12 -0.05
S 3.10678 -2.40139 -2.61275 2.09 -0.75 -0.13
F 1.28810 -0.45287 -5.42045 -0.03 0.06 0.18
F 0.94271 -2.43675 -4.64298 0.05 -0.06 0.44
F -1.21373 -0.88313 -4.81010 0.14 0.11 0.09
F -0.77906 -1.42811 -2.78013 0.42 0.49 0.24
F -0.40761 0.61345 -3.49571 0.31 -0.05 0.28
F 3.14380 -0.14809 -3.91620 -0.10 -0.11 0.07
F 1.80231 -0.14734 -2.21717 -0.36 -0.27 0.01
O -4.35918 -3.89902 -1.27267 -0.05 -0.04 -0.02
O -5.42875 1.91226 -5.03158 -0.03 -0.02 -0.01
O 4.29973 -1.85251 -1.95610 -0.89 0.95 0.63
O 5.05313 5.98915 -0.44722 0.18 0.19 0.02
O -0.98876 -2.06438 3.98089 -0.42 -0.55 0.05
O 3.55984 -3.25423 -3.70550 -1.25 0.31 -0.67
O 1.06217 1.34351 6.16522 0.05 0.33 0.48
O 5.25557 2.67442 2.32821 0.19 0.03 0.37
O 1.62369 2.90664 1.00596 -0.05 0.17 0.15
O -8.66537 -1.12651 -1.83432 -0.04 -0.02 -0.01
N 3.79598 -4.02348 0.17092 -1.77 0.99 -0.21
N 2.30087 -5.58033 -1.97251 -1.33 0.82 -0.08
C 2.56725 5.05341 1.39466 -0.31 -0.03 0.18
C -7.84540 0.13888 -3.67354 0.08 -0.12 0.28
C 0.97393 -5.01300 0.93096 0.09 -0.04 -0.92
C -0.34314 -0.68062 -3.78027 -0.78 -0.81 -0.84
C -4.25906 2.01919 -5.32507 -0.02 0.02 0.03
C -3.58747 -2.73490 -3.19696 0.05 -0.10 0.25
C 5.91406 0.47713 2.94099 0.02 0.11 -0.25
C 0.42778 -6.40697 0.53596 -0.66 0.43 0.91
C 6.59490 7.57920 0.40792 -0.23 0.08 -0.10
C 1.32711 -5.82190 -2.63948 0.49 -0.07 0.11
C -4.59982 -3.51127 -2.39095 0.03 0.01 0.02
C -8.86175 -0.70950 -2.95171 0.08 0.02 0.06
C -2.30116 -1.54893 0.16539 -0.45 0.15 -0.05
C 5.31889 1.83629 3.20000 -0.04 -0.02 -0.04
C -3.20167 2.30950 -4.29306 -0.30 0.00 0.19
C 1.20199 2.46154 6.60121 0.04 -0.06 -0.03
C 6.99642 5.04268 0.55421 -0.18 -0.10 -0.16
C -5.93569 -3.78397 -3.04464 -0.07 -0.13 0.20
C 1.55942 -1.93966 0.56142 -1.03 -0.44 -1.21
C 2.38934 2.81204 7.46176 0.10 -0.16 -0.04
C 0.13684 -1.35519 0.42566 -0.38 1.07 -0.05
C -1.30970 0.59990 0.16392 -0.39 0.60 -0.06
C -3.79137 1.86311 -6.75183 -0.27 -0.07 -0.06
C 1.05074 -1.15385 -4.28191 -0.26 0.75 -0.13
C -0.99248 -6.31602 -0.06617 0.86 -0.80 0.10
C -0.04373 0.07050 0.32946 0.23 -1.58 0.06
C -2.45951 -0.17408 0.07261 0.24 0.05 0.09
C 2.20778 -0.88397 -3.26730 1.05 0.17 -0.83
C -1.05833 -2.13260 0.33671 0.95 0.55 0.15
C 3.67745 3.28950 -0.11095 -0.27 -0.37 -0.32
C -10.14456 -1.01854 -3.68974 -0.07 -0.14 0.22
C -0.46966 -1.22223 4.66656 0.07 0.04 -0.10
C 4.80616 2.10956 4.59521 -0.07 0.23 -0.15
C 6.10695 6.17935 0.11443 -0.07 0.00 -0.05
C 2.53510 3.67358 0.78325 0.02 -0.21 -0.08
C 0.21162 3.55925 6.30055 -0.12 -0.21 -0.11
C 0.51263 -0.27722 4.05656 0.15 0.00 -0.45
C -3.81265 0.46139 -0.13892 0.25 0.31 -0.30
C -0.78813 -1.08456 6.13957 -0.23 -0.28 -0.04
H -2.69445 3.24621 -4.53045 0.16 -0.10 -0.06
H 2.57414 5.80937 0.60902 0.21 0.02 0.02
H 2.32045 -1.19377 0.29192 -0.21 0.07 0.04
H 5.16640 -0.29705 3.12083 0.07 -0.03 0.13
H -0.22466 3.93338 7.22842 0.10 0.14 -0.01
H -3.98678 -1.74845 -3.44539 -0.03 -0.04 -0.16
H -2.68176 -2.61107 -2.61277 -0.02 -0.04 0.04
H 6.77396 0.31553 3.59369 -0.10 -0.10 0.11
H 0.78866 0.77550 0.36693 -0.04 -0.43 0.08
H -4.41198 0.51748 0.77468 -0.01 -0.26 -0.11
H -3.19568 -2.15952 0.06333 0.26 -0.20 0.09
H 5.62470 2.01820 5.31164 -0.07 -0.17 0.06
H 6.53966 4.09468 0.28740 0.01 -0.01 0.02
H 2.05919 3.15860 8.44235 0.03 0.16 -0.05
H 1.68277 5.19317 2.01571 0.00 -0.04 -0.01
H 0.70808 4.37560 5.77343 0.00 0.08 0.13
H -3.34529 -3.27658 -4.11355 -0.08 0.11 -0.09
H -4.35975 -0.06486 -0.92832 -0.14 -0.03 0.27
H -1.17839 -5.36881 -0.56922 -0.19 -0.09 0.09
H 7.13288 5.07279 1.63636 0.13 0.04 -0.02
H -3.66360 2.39802 -3.31150 -0.01 -0.01 -0.02
H -10.78414 -1.63383 -3.05997 0.03 0.01 0.01
H -6.56547 -4.34653 -2.35840 0.01 0.03 0.01
H -1.20575 -0.09781 6.34009 0.17 0.06 0.06
H 3.45918 5.16122 2.01434 0.10 0.07 -0.15
H 7.96645 5.11846 0.05908 0.06 0.08 0.14
H -1.51771 -1.84304 6.42033 0.01 -0.01 -0.06
H 0.61560 -0.50446 3.00247 -0.04 -0.14 -0.16
H -5.79272 -4.36876 -3.95535 -0.01 0.14 -0.09
H 3.00924 1.92678 7.58908 -0.01 0.01 0.00
H -1.43708 1.68031 0.09852 0.22 -0.05 -0.01
H 1.79414 -2.25951 1.58586 -0.20 -0.11 -0.11
H -2.47878 1.49533 -4.26765 0.13 0.12 -0.08
H -8.27336 1.11303 -3.91318 0.03 -0.04 -0.19
H 0.23756 -3.61394 -1.57134 0.14 0.20 -0.10
H -10.66960 -0.09253 -3.92987 0.05 -0.01 -0.17
H -6.97473 0.28674 -3.03906 -0.01 0.01 -0.01
H -1.04860 -3.21480 0.35749 0.26 0.11 0.10
H -0.58349 3.16640 5.67020 0.02 -0.01 0.00
H 4.60685 3.32548 0.44742 -0.06 0.16 -0.17
H -3.08592 1.03352 -6.82348 0.14 0.12 0.00
H -7.52986 -0.35784 -4.59251 -0.08 0.15 -0.11
H 5.86636 8.29983 0.04180 0.00 -0.02 0.00
H -3.68855 1.49494 -0.48553 0.02 -0.11 0.05
H 3.73094 3.96141 -0.96601 0.10 0.10 0.09
H 3.51960 2.27256 -0.47045 -0.03 0.00 0.05
H -4.64673 1.65628 -7.39227 0.00 0.00 0.02
H -3.31037 2.78244 -7.08958 0.16 -0.08 0.02
H 4.40887 3.12239 4.64380 0.00 -0.01 -0.05
H 3.70978 -4.46808 1.08076 0.17 -0.28 -0.16
H 6.71620 7.71446 1.48408 0.17 -0.01 -0.02
H 0.18866 -4.46711 1.46919 0.09 -0.04 -0.10
H 0.14774 0.74049 4.15463 0.16 0.08 0.07
H 6.24020 0.41568 1.90495 -0.03 0.00 0.00
H -6.43119 -2.84148 -3.28623 0.04 -0.02 -0.13
H 0.11675 -1.22454 6.73205 0.02 0.21 0.02
H 0.31483 -6.97387 1.46909 0.13 -0.13 -0.20
H -1.13101 -7.15730 -0.74304 -0.32 0.25 -0.05
H 2.97795 3.59177 6.97470 -0.04 0.12 0.14
H -9.92418 -1.56330 -4.60926 -0.03 0.14 -0.09
H 1.77059 -5.16989 1.67129 0.02 0.18 -0.17
H 7.54839 7.75476 -0.09280 0.08 -0.02 0.15
H 4.19375 -3.10483 0.36606 0.36 -0.12 -0.32
H 1.48012 -0.36922 4.54809 -0.01 0.19 0.08
H 1.10941 -6.99171 -0.08536 -0.12 0.27 -0.23
H 4.01067 1.40566 4.84812 0.10 -0.08 0.08
```
Forces are in eV/Å.

Mulliken atomic charge list, values in e, 2 entries:
1. Ta 1.003
2. Br -0.229



[2]
# C27H25Cl5FMoN3

C27H25Cl5FMoN3 as an isolated structure (wB97M-V/def2-TZVPD, the OMol25 dataset).

Results
Largest force on an atom = 0.21 eV/Å
E = -100044.950 eV
Energy above the lowest of the compared OMol25 structures with the same formula, charge and spin = 0.0 kJ/mol
Charge = +2
E_HOMO (spin up / spin down) = -14.4 / -14.4 eV
LUMO (spin up / spin down) = -0.293 / -0.291 Eh

XYZ file:
```
62
Properties=species:S:1:pos:R:3:forces:R:3
Mo -0.82879 0.95361 0.23026 -0.03 -0.03 -0.06
Cl -4.10021 5.43651 0.07864 -0.01 0.02 0.00
Cl -3.37634 2.39221 -0.35753 0.00 -0.02 0.06
Cl -1.92959 7.32679 1.31013 -0.01 0.02 0.00
Cl 0.86012 6.20148 2.09356 0.00 0.01 0.00
Cl 1.50254 3.19199 1.62220 -0.06 0.04 -0.02
F 0.70750 1.69273 -1.29437 0.04 -0.03 0.08
N -1.69550 0.00594 -1.43700 -0.01 -0.05 -0.01
N -2.95454 -1.32986 -2.60180 -0.04 0.03 -0.06
N 0.65500 -0.14513 0.43754 0.07 0.15 0.03
C 3.14913 -0.21283 0.55623 0.06 -0.08 0.04
C -2.22582 3.52369 0.30137 0.03 -0.06 0.01
C 1.95040 0.25842 0.05323 -0.07 -0.09 0.01
C -1.63492 0.39833 -2.76555 0.00 0.00 0.02
C 1.20464 -2.26303 -1.59174 -0.04 0.01 -0.03
C -0.91806 -0.70750 2.90794 0.01 -0.02 0.00
C 0.24732 0.13351 3.42735 -0.03 0.01 0.00
C -1.15050 -2.98666 1.96060 -0.01 -0.05 -0.01
C 0.42381 -2.75431 -2.81603 0.05 0.05 0.00
C 0.42358 -2.48406 -0.30877 0.03 0.03 -0.01
C -1.57760 5.68872 1.05094 0.03 -0.02 0.01
C 4.31854 1.33237 -0.89509 -0.05 -0.01 0.02
C -0.90075 -3.99106 1.04692 0.01 0.01 -0.02
C -0.60155 -1.71536 1.80544 0.01 0.08 0.02
C -0.03668 3.83595 1.17637 0.08 -0.06 0.00
C 2.56699 -2.96197 -1.52991 -0.04 -0.03 0.02
C -2.42069 -0.42743 -3.49552 -0.03 0.01 0.03
C -0.31573 5.17913 1.40080 0.00 -0.02 0.00
C -0.98660 2.98140 0.61562 0.04 -0.02 0.03
C 0.19638 -1.47559 0.66476 -0.01 -0.03 -0.03
C 1.98233 1.26320 -0.89196 -0.08 0.07 -0.08
C -2.55482 4.85082 0.49610 -0.06 0.01 -0.01
C -2.50248 -1.04809 -1.38074 0.01 0.02 -0.03
C -2.16411 0.11215 2.57780 -0.01 -0.08 0.20
C 4.33243 0.33569 0.07376 -0.03 0.02 -0.03
C 3.11392 1.82309 -1.40276 0.10 0.00 -0.02
C -0.11842 -3.73464 -0.07272 -0.01 -0.03 0.03
H -3.58691 -2.08231 -2.83148 0.01 -0.01 0.01
H -1.75138 -3.19758 2.83634 0.00 0.01 0.00
H -2.10328 0.87644 1.75949 -0.05 0.13 -0.15
H -1.23563 -1.32406 3.75184 0.00 -0.01 0.00
H 0.95661 -2.47118 -3.72413 -0.01 -0.01 0.00
H -2.64330 -0.44994 -4.54748 -0.01 -0.02 0.01
H 3.15224 -2.65593 -0.66425 0.00 0.02 0.01
H 5.24839 1.74633 -1.25887 0.01 -0.01 0.01
H -2.75407 -1.60389 -0.49116 0.00 0.00 0.00
H 0.32773 -3.83986 -2.82465 -0.02 0.00 0.00
H -1.30898 -4.98049 1.20619 0.00 0.00 0.00
H -0.57476 -2.31772 -2.85899 0.04 -0.03 -0.01
H 3.07515 2.60770 -2.14546 -0.01 0.00 0.00
H 1.11843 -0.49382 3.61692 0.01 0.01 -0.01
H -2.43156 0.75913 3.41504 -0.01 0.03 -0.03
H 0.55189 0.93233 2.74961 0.00 0.00 0.01
H 3.15268 -0.98792 1.31236 0.01 0.01 0.00
H 0.06402 -4.53003 -0.78289 0.00 -0.01 0.01
H -3.02228 -0.50974 2.32836 0.02 -0.01 -0.04
H 3.14414 -2.74497 -2.42866 0.00 0.00 0.00
H 5.27671 -0.01947 0.46208 0.00 0.00 0.00
H -0.03509 0.60224 4.37012 0.01 0.00 0.00
H 1.36318 -1.19405 -1.73092 0.03 0.00 0.01
H -1.05291 1.24174 -3.09210 0.02 0.01 0.02
H 2.42807 -4.04314 -1.47338 0.03 0.00 0.00
```
Forces are in eV/Å.

Mulliken atomic charge list, values in e, 2 entries:
1. Mo -1.458
2. Cl -0.148



[3]
# C8H16O10Zn

C8H16O10Zn as an isolated structure at a distorted geometry (wB97M-V/def2-TZVPD, the OMol25 dataset).

Results
Largest force on an atom = 3.67 eV/Å
E = -77442.597 eV
Energy above the lowest of the compared OMol25 structures with the same formula, charge and spin = 808.9 kJ/mol
Charge = -2
E_HOMO = -3.0 eV
LUMO = -0.013 Eh

XYZ file:
```
35
Properties=species:S:1:pos:R:3:forces:R:3
Zn -6.70080 8.42974 0.73075 0.04 0.39 0.24
O -6.97512 9.15483 -3.02610 0.56 0.26 -1.96
O -8.18725 11.63228 4.42560 -0.25 0.49 -0.34
O -3.19706 9.51711 1.35178 -0.54 -1.51 0.04
O -7.99091 11.42366 2.26056 -0.19 -1.02 -2.50
O -5.22574 5.48900 -0.43362 -0.13 0.19 0.04
O -8.41220 9.58821 -4.71076 0.16 0.24 0.02
O -6.65100 6.20247 5.95105 0.58 -0.09 0.47
O -9.58976 6.88829 0.44319 0.30 0.02 -0.01
O -1.74183 11.01884 1.91896 0.69 0.26 0.46
O -5.78390 6.43109 4.01437 0.82 0.83 -2.84
C -7.26789 9.37058 -4.26224 -0.79 -0.50 0.80
C -1.24739 8.79542 2.60080 -0.46 0.17 -0.25
C -2.12123 9.83451 1.90993 -0.03 1.35 -0.90
C -7.26662 13.41898 3.22972 0.98 2.45 -0.63
C -6.18441 9.23399 -5.41714 -0.02 -1.23 1.46
C -4.57384 5.15938 5.62691 0.82 -1.03 0.02
C -5.67941 6.01852 5.15455 -2.97 -0.35 2.14
C -7.90493 12.09265 3.28859 0.32 -1.10 2.84
H -4.85401 5.00652 0.30480 0.09 0.00 0.36
H -6.52292 8.44199 -6.08515 -0.62 0.40 -0.38
H -5.32146 8.72008 -4.99370 0.63 0.79 0.13
H -0.20404 8.94973 2.32564 -0.05 0.11 0.07
H -1.40405 9.06237 3.64593 0.26 -0.54 0.21
H -4.40916 4.37722 4.88583 0.51 0.30 -0.45
H -10.21260 6.34866 0.93013 -0.03 -0.11 0.28
H -4.84973 4.56031 6.49473 -0.04 0.62 0.41
H -5.98105 10.15833 -5.95783 0.04 -0.12 0.20
H -1.55334 7.77952 2.35092 -0.06 0.02 0.31
H -10.10060 7.25022 -0.28088 -0.02 0.23 -0.31
H -7.88843 14.24280 3.58012 -0.34 -0.24 0.37
H -6.94240 13.76657 2.24882 -0.24 -0.48 -0.44
H -5.15132 4.88798 -1.17488 -0.05 -0.01 -0.27
H -3.68852 5.77184 5.79778 0.18 -0.31 0.00
H -6.33788 13.48291 3.79668 -0.15 -0.46 0.41
```
Forces are in eV/Å.

Mulliken atomic charge list, values in e, 2 entries:
1. Zn 0.968
2. O -0.683



[4]
# C14H38BGaNO8

C14H38BGaNO8 as an isolated structure (wB97M-V/def2-TZVPD, the OMol25 dataset).

Results
Largest force on an atom = 1.00 eV/Å
E = -86055.245 eV
Charge = -1
E_HOMO = -3.9 eV
LUMO = 0.070 Eh

XYZ file:
```
63
Properties=species:S:1:pos:R:3:forces:R:3
Ga 1.39835 3.39983 -1.34771 -0.09 -0.13 -0.07
O -5.19313 -1.55774 7.53898 -0.02 -0.12 -0.04
O 4.31437 3.71525 -0.67655 0.11 0.00 0.04
O 1.12597 3.49851 4.68524 -0.22 0.23 0.20
O -0.94998 -6.96943 -5.78772 -0.01 -0.03 -0.06
O -2.13797 -4.25188 -5.49705 -0.01 -0.18 -0.13
O 1.27441 3.31051 1.83660 -0.85 -0.13 0.19
O -1.57863 -0.66454 -2.58316 -0.15 -0.05 -0.19
O -2.49524 1.12968 5.07789 -0.14 -0.13 0.12
N -0.41916 4.71981 0.84656 0.67 -0.17 0.72
C 4.49344 2.41673 -0.34254 -0.08 -0.10 0.09
C 5.10935 0.14276 -0.88386 -0.07 0.17 0.11
C 4.45699 0.70505 1.36023 0.02 0.16 -0.16
C -4.88903 -2.70729 6.75620 -0.06 0.05 0.11
C 4.91598 1.46129 -1.27091 0.02 0.07 0.06
C -1.19028 -1.73189 -3.43285 -0.08 0.07 0.29
C -2.94584 0.73082 6.36864 -0.01 0.11 -0.22
C -2.22699 -3.61825 -6.77230 -0.06 0.00 0.08
C 1.04964 1.40035 -1.67820 0.04 0.28 0.07
C 3.34268 3.94620 -1.74703 -0.28 -0.05 -0.26
C 4.86968 -0.24381 0.43147 0.05 -0.09 -0.02
C 4.27488 2.02858 0.97970 0.12 -0.09 0.01
C -0.22472 3.28534 5.06736 0.35 0.19 -0.20
C -0.55775 -6.90234 -7.14568 -0.04 0.04 0.15
B 0.73457 3.85586 0.62639 0.01 0.37 -0.12
H 0.32928 1.28267 -2.49047 0.05 -0.06 0.01
H -3.57809 1.50024 6.82060 0.00 -0.03 0.08
H -3.26880 1.25535 4.52176 0.04 0.02 -0.05
H 1.00939 2.39636 1.98772 0.43 -0.10 -0.17
H -4.35012 -2.36574 5.87568 0.01 0.01 0.00
H 5.10098 1.77015 -2.29192 -0.04 -0.03 0.00
H -0.19603 -7.88822 -7.43206 0.01 -0.01 -0.01
H -1.21212 -3.39554 -7.09077 0.01 0.00 0.01
H -2.69701 -4.27237 -7.51110 0.02 0.01 -0.02
H 0.48300 4.25301 -2.39244 0.10 0.07 -0.08
H 3.95422 2.76711 1.70265 -0.09 0.04 -0.11
H 3.37788 5.02167 -1.93863 0.12 -0.01 0.13
H -3.03124 -4.44688 -5.19835 0.01 0.03 0.06
H 0.59660 0.95843 -0.78454 0.05 -0.13 -0.05
H 3.70120 3.46495 -2.66812 0.09 0.03 0.03
H 5.00857 -1.27784 0.72434 -0.02 0.01 0.02
H -0.72803 4.69320 1.81701 0.07 0.29 0.02
H -2.05584 -2.26084 -3.83990 0.03 -0.03 -0.06
H -2.06369 0.59184 6.98954 0.02 0.00 -0.01
H 4.25540 0.43362 2.39041 0.05 -0.10 -0.04
H 0.24949 -6.17902 -7.29792 0.01 -0.01 -0.05
H -5.66753 -1.85041 8.32138 0.00 0.05 0.02
H 1.10643 3.86593 3.78706 0.25 -0.33 -0.13
H -0.55499 -2.44727 -2.90226 0.04 -0.04 -0.10
H -1.39746 -6.63895 -7.79800 0.03 -0.01 -0.04
H 5.44747 -0.57963 -1.61934 -0.04 -0.02 0.07
H -0.72350 2.59068 4.39404 -0.08 -0.03 0.03
H -5.79707 -3.22286 6.43270 0.02 -0.02 -0.04
H -2.78918 -2.68454 -6.70746 0.03 0.02 -0.02
H -4.25381 -3.40814 7.30386 0.02 -0.02 -0.04
H -0.22773 2.86041 6.07027 -0.01 -0.03 0.00
H -3.50438 -0.20367 6.32928 -0.01 -0.02 0.09
H -0.78155 4.23028 5.08707 -0.09 -0.05 0.06
H -0.28227 5.67805 0.55393 -0.43 -0.12 -0.49
H 1.95297 0.83314 -1.92174 0.00 0.00 0.04
H -1.27032 -6.09300 -5.53466 0.00 0.08 0.01
H -0.61980 -1.30257 -4.25347 0.01 0.03 0.01
H -2.07392 -1.02897 -1.84582 0.06 0.03 0.06
```
Forces are in eV/Å.

Mulliken atomic charge list, values in e, 2 entries:
1. Ga 0.253
2. O -0.496



- Which value of largest force on an atom does entry 4 give?
  1.00 eV/Å



- The lowest largest force on an atom belongs to which entry?
  C27H25Cl5FMoN3



- Which of these has the highest largest force on an atom?
  C39H66BrF7N2O10S2Ta



- The highest largest force on an atom belongs to which entry?
  C39H66BrF7N2O10S2Ta